C7H20ClOPrSiTi | wB97M-V/def2-TZVPD

Structure (XYZ):
```
32
Properties=species:S:1:pos:R:3
C 0.013 1.769 3.505
C 1.544 -0.864 3.500
C -1.476 -0.864 3.724
C -0.848 1.219 -2.134
Pr 0.563 0.300 -3.815
H -2.519 -0.515 -0.122
H 0.066 1.790 4.599
H 1.590 -0.832 4.594
H 3.154 0.489 -3.741
C -1.620 -0.967 0.179
H -1.813 1.020 -2.723
H -1.530 -2.024 0.045
Cl 1.201 -1.518 -1.979
H -2.416 -0.379 3.458
H -0.286 2.202 -2.161
H -1.371 -0.811 4.824
Ti -0.035 0.000 -0.668
O 0.137 0.088 1.241
H -0.893 2.278 3.180
H 2.413 -0.354 3.088
H -0.382 -0.474 -5.912
C 2.560 1.316 -3.877
H -1.517 -1.919 3.444
Si 0.009 0.007 2.879
H 0.885 2.274 3.093
H 2.290 1.592 -4.929
H -1.529 -1.046 -4.612
H 1.537 -1.901 3.171
H -1.528 -0.795 1.283
H 0.001 -1.976 -4.931
C -0.598 -1.146 -5.044
H 2.398 2.039 -3.159
```

Computed properties:
Net charge: 0
E_HOMO (spin up / spin down) (eV): -6.98 / -6.84
Max |F| (eV/A): 3.04
Multiplicity: 3
E_LUMO (spin up / spin down) (eV): -0.4 / -0.4
Frontier orbital gap (spin up / spin down) (eV): 6.6 / 6.4

=====

C7H20FKO5P4S2 | wB97M-V/def2-TZVPD

Structure (XYZ):
```
40
Properties=species:S:1:pos:R:3
O -3.416 -1.510 0.672
H -2.131 -1.982 3.027
H 2.173 1.987 -2.748
C 1.262 -1.180 -2.811
C 0.623 -1.389 1.145
H 1.453 -2.299 -2.460
F 2.691 1.501 3.501
O -1.690 -1.062 2.975
O -1.298 -3.371 -0.442
C 1.091 1.792 -2.284
P 1.190 0.100 -1.402
O 1.969 -3.218 -0.072
C 0.098 1.228 1.140
H -0.496 2.242 0.933
H 0.920 2.636 3.093
H 0.049 -2.347 1.522
P -1.125 -1.853 -1.253
P -0.420 -0.230 0.021
K -2.614 3.166 -2.055
C 1.964 2.428 2.555
H 2.434 0.727 1.122
H -2.201 -3.789 -0.566
H -4.237 -0.922 0.536
H 0.315 1.714 -3.155
H 1.981 2.418 0.280
H 1.009 -0.861 2.144
C 1.684 1.626 1.112
H 0.368 -1.102 -3.598
S -1.741 1.063 -1.149
H 3.005 -1.349 0.316
H 2.559 3.425 2.409
H 2.232 -0.905 -3.453
H -0.190 0.951 2.265
S -3.083 1.241 1.722
H 0.770 2.681 -1.560
P -2.158 -0.483 1.390
H -1.335 2.399 -1.064
H -3.204 -2.107 -1.994
O -2.500 -1.415 -2.223
C 1.997 -1.949 0.407
```

Computed properties:
Net charge: 0
E_HOMO (eV): -6.42
Max |F| (eV/A): 7.81
E_LUMO (eV): -1.3
Frontier orbital gap (eV): 5.1

=====

C7H20N2O | wB97M-V/def2-TZVPD

Structure (XYZ):
```
30
Properties=species:S:1:pos:R:3
H -0.956 1.164 1.189
H 3.236 -0.700 -1.434
H 3.692 1.374 0.038
C 1.981 -0.531 1.046
C 1.804 0.351 -0.205
N 1.129 -1.698 1.155
H 3.021 -0.874 1.088
N -1.619 -0.977 -0.899
H -3.682 -0.019 1.567
H -1.364 -1.866 -0.485
H 2.515 2.265 -0.932
C -3.257 -0.716 0.850
H -1.657 1.686 -1.086
H -4.021 -1.021 0.142
H 2.063 0.241 -2.353
C -2.091 -0.062 0.109
H -0.812 -0.605 -1.386
H -2.909 1.942 0.146
H 0.752 0.636 -0.277
H -3.275 1.022 -1.320
H -2.897 -1.589 1.388
O -1.070 0.215 1.081
H 1.794 0.079 1.932
H 0.166 -1.392 1.235
H 1.219 -2.280 0.328
C 2.193 -0.395 -1.481
C -2.510 1.236 -0.579
H 1.585 -1.287 -1.621
H 2.335 2.181 0.824
C 2.637 1.622 -0.060
```

Computed properties:
Net charge: 0
E_HOMO (eV): -8.75
Energy relative to the best compared isomer or geometry (same formula, charge and spin) (kJ/mol): 0.00
Max |F| (eV/A): 0.56
E_LUMO (eV): 0.7
SMILES: CC(C)(N)O.CC(C)CN
Frontier orbital gap (eV): 9.5

=====

C7H20N3 | wB97M-V/def2-TZVPD

Structure (XYZ):
```
30
Properties=species:S:1:pos:R:3
N 0.125 1.271 -3.399
H 1.998 0.660 2.731
H 1.464 0.889 0.506
H -0.208 1.329 -1.415
C -1.754 0.600 1.698
C 0.655 1.191 1.162
H 0.919 1.967 -3.480
H -1.048 -2.667 -0.721
N 0.752 -0.437 -1.765
H 1.408 -1.457 1.586
C 0.690 -1.991 1.006
C -0.549 0.253 1.113
H 0.195 2.174 0.811
H 0.568 1.386 3.514
H -2.290 -1.740 0.309
C 1.274 1.400 2.565
H -0.697 1.734 -3.891
C -0.221 0.649 -2.238
H -2.625 0.036 1.511
N -0.325 -0.966 0.379
H -1.129 0.127 -2.507
H 0.233 -2.622 1.886
H 1.759 -0.270 -1.990
C -1.468 -1.681 -0.300
H -1.796 -1.031 -1.166
H -1.868 1.462 2.341
H 0.368 -0.688 -0.632
H 1.146 -2.617 0.247
H 1.747 2.354 2.573
H 0.680 -1.316 -2.434
```

Computed properties:
Net charge: +1
E_HOMO (eV): -12.66
Energy relative to the best compared isomer or geometry (same formula, charge and spin) (kJ/mol): 393.04
Max |F| (eV/A): 5.53
E_LUMO (eV): -2.7
Frontier orbital gap (eV): 10.0

=====

C7H20N4S | wB97M-V/def2-TZVPD

Structure (XYZ):
```
32
Properties=species:S:1:pos:R:3
H -5.149 1.791 0.435
H 4.300 0.584 1.730
H -5.581 -0.429 0.293
N -4.617 -0.843 0.569
C -4.790 1.660 -0.499
H 3.945 -1.459 -0.305
N -3.523 -0.320 0.354
H -2.844 1.446 0.606
C 2.263 0.129 -0.182
N 0.369 -0.797 0.642
N 1.106 -0.648 -0.505
H -4.734 -1.781 0.933
C 4.635 0.030 0.960
H -2.881 0.776 -1.192
C 2.925 0.538 -1.497
H 2.371 1.343 -1.895
H 2.031 0.929 0.389
H -5.478 1.187 -1.023
H 4.053 0.759 -1.427
H -1.052 -1.619 1.800
H 0.516 -0.288 1.485
H -2.259 -3.125 0.029
C -3.486 1.001 -0.239
H 1.033 -1.195 -1.345
H 5.126 0.565 0.076
H 2.954 -0.226 -2.278
H 5.312 -0.761 1.082
H 2.957 -1.401 1.238
C -0.635 -1.634 0.737
C 3.457 -0.761 0.403
S -1.059 -2.759 -0.519
H -4.586 2.694 -1.033
```

Computed properties:
Net charge: +2
E_HOMO (eV): -15.39
Energy relative to the best compared isomer or geometry (same formula, charge and spin) (kJ/mol): 64.42
Max |F| (eV/A): 7.80
E_LUMO (eV): -8.9
Frontier orbital gap (eV): 6.5

=====

C7H21NO4 | wB97M-V/def2-TZVPD

Structure (XYZ):
```
33
Properties=species:S:1:pos:R:3
H 2.755 1.817 0.228
H -2.192 1.188 2.806
H -0.375 0.287 -1.860
O -2.629 0.655 2.133
H -1.926 2.128 0.339
C 1.311 -1.595 0.761
H -1.381 -1.916 1.086
H 1.798 1.190 1.904
O 0.462 2.945 -1.122
C 0.658 -1.595 -1.772
H -2.984 -2.613 -0.295
H 0.580 1.047 3.103
H -0.093 -2.201 -2.291
N -2.242 -2.094 -0.732
H 1.225 0.235 -1.261
C 0.178 -1.697 -0.337
C 1.081 0.478 2.352
H 1.673 -2.015 -1.825
O -1.692 1.505 -0.354
C 0.822 -0.729 1.892
C -1.050 -1.987 0.074
H -0.062 2.149 -0.899
C 0.621 -0.093 -2.112
H 1.598 -2.606 1.067
H -2.785 -0.190 2.579
H 2.198 -1.186 0.249
H 0.007 -1.325 2.279
O 3.150 2.159 -0.577
H -2.122 0.685 -0.069
H -2.114 -2.366 -1.698
H 0.607 3.181 -2.035
H 1.005 0.256 -3.058
H 2.393 2.527 -1.067
```

Computed properties:
Net charge: 0
E_HOMO (eV): -8.23
Energy relative to the best compared isomer or geometry (same formula, charge and spin) (kJ/mol): 100.68
Max |F| (eV/A): 2.37
E_LUMO (eV): 0.2
SMILES: C=CC/C(=C/N)CC.O.O.O.O
Frontier orbital gap (eV): 8.5

=====

C7H21NO6 | wB97M-V/def2-TZVPD

Structure (XYZ):
```
35
Properties=species:S:1:pos:R:3
H -0.027 -2.383 0.920
O -2.128 0.981 -2.978
O -1.133 3.446 3.023
H 4.450 -0.890 -0.666
H -1.862 0.758 -2.079
H -1.212 -1.848 -0.807
H 1.497 -1.400 2.873
C -0.502 0.900 0.422
H -1.243 -2.142 -2.308
C 2.778 0.139 -1.295
H -0.718 1.040 1.478
H 0.628 -0.748 -3.462
H 3.343 -1.421 1.651
N 0.891 -0.820 2.309
C 1.496 0.587 -1.085
C 1.544 -0.393 1.113
O 0.070 -0.616 -4.238
C 0.867 0.334 0.144
H 0.488 -0.045 2.806
H -0.605 1.802 -0.165
O -1.550 -1.499 -1.659
H -2.305 0.098 -3.323
H 0.912 1.168 -1.789
H -3.104 0.367 2.673
H -0.265 0.279 -4.096
H -3.342 1.880 2.588
H -1.145 3.769 2.117
H -0.916 2.516 2.937
H -1.289 0.239 0.069
C 2.851 -0.847 0.869
H -1.374 -3.157 0.891
O -0.537 -3.042 0.431
C 3.474 -0.597 -0.324
H 3.228 0.395 -2.248
O -3.260 1.150 3.211
```

Computed properties:
Net charge: 0
E_HOMO (eV): -8.99
Energy relative to the best compared isomer or geometry (same formula, charge and spin) (kJ/mol): 43.44
Max |F| (eV/A): 1.80
E_LUMO (eV): 0.1
SMILES: Cc1ccccc1N.O.O.O.O.O.O
Frontier orbital gap (eV): 9.1